1.
Entry from OMol25: a molecular structure, C21H46AlNO2P2 at a distorted geometry (ωB97M-V with the def2-TZVPD basis set).

Values from the calculation:
Max |F| (Eh/bohr): 0.2478
Energy above the lowest of the compared OMol25 structures with the same formula, charge and spin (kJ/mol): 279.9
DFT total energy (eV): -53266.89084

```
! wB97M-V def2-TZVPD RIJCOSX def2/J DEFGRID3
* xyz 2 1
Al -0.26 0.09 -0.53
P -0.05 -2.14 -0.85
P -0.05 2.34 -0.57
N 1.62 0.15 -1.41
C 1.59 -2.27 -1.71
H 2.10 -3.23 -1.52
H 1.40 -2.18 -2.80
C 2.41 -1.06 -1.25
H 2.75 -1.23 -0.19
H 3.34 -1.00 -1.85
C 2.41 1.32 -1.10
H 3.34 1.34 -1.71
H 2.75 1.36 -0.03
C 1.59 2.58 -1.41
H 1.40 2.63 -2.49
H 2.10 3.51 -1.10
C 0.16 3.19 1.09
C -0.97 2.85 2.08
H -0.69 3.20 3.09
H -1.16 1.77 2.13
H -1.91 3.35 1.80
C -1.26 3.31 -1.64
C -2.66 3.40 -0.99
H -3.39 3.75 -1.73
H -2.66 4.13 -0.16
H -3.00 2.43 -0.60
C -1.26 -2.96 -2.03
C -2.66 -3.14 -1.40
H -3.39 -3.39 -2.18
H -3.00 -2.22 -0.89
H -2.66 -3.96 -0.67
C 0.16 -3.19 0.69
C -0.97 -2.97 1.71
H -0.69 -3.44 2.68
H -1.91 -3.43 1.38
H -1.16 -1.90 1.90
C -1.92 0.05 0.12
C -0.78 4.67 -2.16
H -0.74 5.42 -1.35
H 0.22 4.61 -2.62
H -1.48 5.04 -2.93
C -0.78 -4.25 -2.72
H -1.48 -4.52 -3.53
H 0.22 -4.13 -3.17
H -0.74 -5.10 -2.01
C 0.43 -4.68 0.45
H 0.77 -5.15 1.39
H -0.49 -5.20 0.14
H 1.20 -4.86 -0.31
C 0.43 4.70 1.04
H -0.49 5.26 0.79
H 0.77 5.05 2.03
H 1.20 4.97 0.31
H 1.08 2.69 1.45
H 1.08 -2.73 1.11
H -1.34 2.63 -2.51
H -1.34 -2.18 -2.81
O -2.99 0.02 0.61
H -0.63 -0.01 -3.61
H -1.34 0.18 -3.30
C 0.77 -0.95 3.73
C 2.12 -0.94 3.09
C 1.96 0.06 1.94
O 0.60 -0.07 1.47
C -0.03 -0.07 2.78
H 0.40 -1.99 3.80
H 0.75 -0.53 4.76
H 2.29 -1.95 2.65
H 2.96 -0.74 3.78
H 2.14 1.08 2.35
H 2.83 -0.10 1.33
H -1.13 -0.18 2.87
H 0.17 0.92 3.28
*
```

=====

2.
Entry from OMol25: 8 unconnected molecules or ions with the total composition C21H46Cl4N5O7 at a distorted geometry (ωB97M-V with the def2-TZVPD basis set).

Values from the calculation:
Max |F| (Eh/bohr): 0.0811
Energy above the lowest of the compared OMol25 structures with the same formula, charge and spin (kJ/mol): 389.6
DFT total energy (eV): -94398.21651

```
! wB97M-V def2-TZVPD RIJCOSX def2/J DEFGRID3
* xyz -1 1
C -0.57 0.60 -1.44
C -0.31 -0.55 -0.49
O 0.06 -1.65 -0.94
O -0.71 -0.51 0.68
H -0.92 1.53 -0.99
H -1.21 0.31 -2.27
H 0.30 0.85 -2.05
C -1.21 -0.23 4.42
C 0.15 -0.93 4.58
O 0.63 -1.60 3.67
N 0.70 -0.85 5.82
C 2.01 -1.28 6.24
H -2.02 -0.95 4.43
H -1.24 0.15 3.39
H -1.40 0.65 5.03
H 0.10 -0.47 6.55
H 1.99 -1.94 7.10
H 2.56 -0.35 6.39
H 2.44 -1.82 5.39
C -1.78 6.26 -1.42
C -1.94 5.04 -2.29
O -3.07 4.59 -2.51
N -0.84 4.46 -2.76
C -0.90 3.26 -3.49
H -1.88 7.12 -2.08
H -0.89 6.35 -0.80
H -2.64 6.25 -0.76
H 0.06 4.78 -2.42
H 0.04 2.72 -3.57
H -1.39 3.48 -4.44
H -1.60 2.61 -2.96
C 4.43 -2.52 2.31
C 3.57 -1.86 1.27
O 2.44 -2.32 1.12
N 4.09 -0.84 0.60
C 3.26 -0.03 -0.35
H 4.34 -2.03 3.28
H 5.42 -2.76 1.93
H 4.04 -3.51 2.54
H 5.06 -0.60 0.70
H 3.62 0.99 -0.46
H 2.25 0.10 0.05
H 3.09 -0.52 -1.31
C 3.84 -6.50 0.32
C 2.73 -5.63 -0.30
O 1.81 -5.25 0.41
N 2.96 -5.23 -1.55
C 2.03 -4.48 -2.42
H 3.53 -7.26 1.04
H 4.52 -5.89 0.90
H 4.39 -6.94 -0.51
H 3.89 -5.39 -1.93
H 1.11 -4.15 -1.96
H 1.78 -5.11 -3.27
H 2.58 -3.59 -2.73
C -3.14 -1.08 -3.36
C -3.17 0.12 -4.31
O -2.19 0.51 -4.96
N -4.42 0.67 -4.36
C -4.83 1.69 -5.36
H -3.71 -1.04 -2.43
H -2.08 -1.32 -3.29
H -3.62 -1.94 -3.83
H -5.23 0.12 -4.12
H -4.15 1.72 -6.21
H -4.81 2.67 -4.88
H -5.85 1.52 -5.69
Cl -5.47 0.26 1.20
C -3.74 0.26 1.17
C -3.15 1.70 1.37
Cl -3.52 2.54 2.90
H -3.46 -0.06 0.17
H -3.29 -0.36 1.95
H -3.45 2.34 0.54
H -2.07 1.70 1.26
Cl -0.39 3.81 1.04
C 0.93 2.66 1.34
C 1.54 2.75 2.79
Cl 2.84 1.50 3.08
H 1.74 2.83 0.63
H 0.62 1.62 1.20
H 0.76 2.54 3.52
H 2.01 3.72 2.93
*
```

=====

Number 1: HOMO-LUMO gap 5.41 eV, E_HOMO -14.0097 eV. Number 2: HOMO-LUMO gap 6.34 eV, E_HOMO -3.9150 eV.